{
  "formula": "C21H32BF2O3Rb2",
  "method": "ωB97M-V/def2-TZVPD",
  "lumo_energy_ha": -0.1453,
  "fmax_ev_per_a": 2.529,
  "homo_lumo_gap_ha": 0.2630,
  "total_charge": 1,
  "symbols": ["Rb", "Rb", "F", "F", "O", "O", "O", "C", "C", "C", "C", "C", "C", "C", "C", "C", "C", "C", "C", "C", "C", "C", "C", "C", "C", "C", "C", "C", "B", "H", "H", "H", "H", "H", "H", "H", "H", "H", "H", "H", "H", "H", "H", "H", "H", "H", "H", "H", "H", "H", "H", "H", "H", "H", "H", "H", "H", "H", "H", "H", "H"],
  "xyz": [[-3.005, 1.945, -2.135], [1.323, 0.984, -2.839], [0.964, 3.130, 6.039], [3.589, -3.958, -0.865], [2.203, 4.336, -1.416], [-3.203, -2.230, 2.319], [-0.695, -2.784, -5.731], [-0.823, -2.968, -4.545], [0.653, 2.068, 3.990], [0.817, 2.072, 2.607], [1.087, 5.825, -2.871], [2.313, 3.949, 2.773], [1.283, 3.052, 4.739], [1.716, -5.356, -0.608], [-1.617, -1.978, -3.695], [-2.733, 0.005, 2.955], [2.134, 3.954, 4.146], [2.274, -4.088, -0.653], [-0.408, -4.423, -0.068], [1.464, -2.973, -0.466], [0.114, -3.136, -0.177], [-0.953, -1.854, 3.059], [-2.374, -1.445, 2.682], [1.142, 4.831, -1.750], [0.358, -5.545, -0.372], [-0.120, 4.462, -1.013], [-0.300, -4.182, -3.823], [1.641, 3.005, 2.003], [-0.903, 0.427, -0.501], [-1.873, 0.281, 0.098], [-2.626, -2.397, -3.735], [-0.674, 1.537, -0.615], [0.053, 5.888, -3.223], [1.377, 6.819, -2.533], [-0.816, -2.855, 2.653], [2.339, -6.230, -0.760], [0.120, 3.758, -0.221], [-0.772, 4.007, -1.761], [-0.550, -2.323, 0.079], [0.010, -6.563, -0.288], [-0.288, -1.160, 2.544], [-1.229, -2.012, -2.676], [-1.425, -4.638, 0.241], [-1.031, -4.724, -3.228], [-0.002, 1.328, 4.429], [0.590, -3.900, -3.257], [1.722, 3.099, 0.927], [-3.784, 0.158, 2.721], [-2.546, 0.303, 3.990], [-2.106, 0.704, 2.397], [-0.884, -0.012, -1.551], [1.745, 5.515, -3.680], [0.303, 1.308, 2.036], [-1.609, -0.963, -4.087], [1.874, -1.969, -0.462], [0.045, -4.885, -4.586], [2.609, 4.736, 4.727], [-0.645, 5.282, -0.520], [0.009, -0.029, 0.064], [2.985, 4.682, 2.348], [-0.862, -1.870, 4.142]]
}

{
  "formula": "C21H32BF4HgN3OSi",
  "method": "ωB97M-V/def2-TZVPD",
  "de_lowest_ev": 0.914,
  "lumo_energy_ha": [0.0856, 0.0389],
  "fmax_ev_per_a": 0.670,
  "homo_lumo_gap_ha": [0.2797, 0.2727],
  "multiplicity": 2,
  "s_squared": 0.754,
  "total_charge": -1,
  "symbols": ["Hg", "Si", "F", "F", "F", "F", "O", "N", "N", "N", "C", "C", "C", "C", "C", "C", "C", "C", "C", "C", "C", "C", "C", "C", "C", "C", "C", "C", "C", "C", "C", "B", "H", "H", "H", "H", "H", "H", "H", "H", "H", "H", "H", "H", "H", "H", "H", "H", "H", "H", "H", "H", "H", "H", "H", "H", "H", "H", "H", "H", "H", "H", "H", "H"],
  "xyz": [[-1.890, 1.241, 0.895], [1.568, 0.890, -0.138], [-3.339, 3.054, -0.619], [-4.340, 5.040, -1.234], [-3.566, 4.749, 0.920], [-5.425, 3.591, 0.194], [0.273, 0.515, 0.730], [-2.919, -1.214, -0.014], [-4.366, -3.084, 0.269], [-2.177, -3.112, 1.085], [2.030, 4.675, 1.431], [5.134, -1.387, 1.934], [1.795, 3.324, 1.217], [3.834, -1.865, 2.031], [2.527, 5.463, 0.402], [0.435, 1.202, -2.689], [-4.944, -3.667, 1.475], [-0.968, -2.385, 1.442], [2.799, -1.198, 1.387], [-1.927, -4.486, 0.679], [2.047, 2.719, -0.022], [2.796, 4.887, -0.830], [2.559, 3.532, -1.034], [2.792, 0.282, -2.674], [0.884, -1.123, -1.902], [3.035, -0.051, 0.624], [5.390, -0.242, 1.192], [-3.154, -2.397, 0.420], [1.442, 0.306, -1.956], [4.350, 0.417, 0.547], [-5.359, -2.447, -0.574], [-4.182, 4.135, -0.182], [3.247, 1.272, -2.747], [5.943, -1.893, 2.447], [6.402, 0.141, 1.119], [-6.198, -3.131, -0.693], [1.576, -1.797, -1.386], [-4.155, -4.000, 2.142], [0.723, -1.512, -2.916], [2.674, -0.102, -3.695], [-5.569, -4.521, 1.209], [1.390, 2.717, 2.020], [-3.741, -0.760, -0.394], [-2.839, -4.949, 0.313], [-0.512, 1.247, -2.144], [-5.739, -1.507, -0.152], [2.686, 6.523, 0.554], [-1.556, -5.059, 1.531], [-0.370, -2.108, 0.571], [0.225, 0.813, -3.693], [-0.072, -1.140, -1.375], [1.779, -1.550, 1.492], [0.799, 2.226, -2.795], [3.179, 5.493, -1.642], [-1.218, -1.464, 1.960], [3.497, -0.369, -2.152], [-4.939, -2.248, -1.559], [4.563, 1.319, -0.018], [-5.563, -2.935, 2.011], [2.774, 3.118, -2.011], [-1.174, -4.527, -0.118], [1.809, 5.114, 2.396], [-0.378, -3.019, 2.106], [3.627, -2.754, 2.616]]
}

{
  "formula": "C21H32ClGaN5O2SSi",
  "method": "ωB97M-V/def2-TZVPD",
  "de_lowest_ev": 0.000,
  "lumo_energy_ha": -0.0891,
  "fmax_ev_per_a": 0.538,
  "homo_lumo_gap_ha": 0.2955,
  "total_charge": 1,
  "symbols": ["Ga", "Cl", "S", "Si", "O", "O", "N", "N", "N", "N", "N", "C", "C", "C", "C", "C", "C", "C", "C", "C", "C", "C", "C", "C", "C", "C", "C", "C", "C", "C", "C", "C", "H", "H", "H", "H", "H", "H", "H", "H", "H", "H", "H", "H", "H", "H", "H", "H", "H", "H", "H", "H", "H", "H", "H", "H", "H", "H", "H", "H", "H", "H", "H", "H"],
  "xyz": [[-0.320, 0.147, 0.918], [-0.202, -2.212, 3.527], [-0.722, -1.774, -0.291], [-3.685, -3.902, -0.530], [-0.258, 1.761, -0.151], [0.864, 3.357, -1.207], [0.328, 3.541, -4.035], [1.861, 0.239, 0.269], [-2.386, -0.085, 0.692], [1.897, 5.080, -3.348], [2.484, 2.860, -3.564], [2.452, 0.764, 3.568], [-4.722, -1.394, 0.247], [0.067, 0.744, 2.776], [1.259, -1.283, 3.718], [3.596, 0.142, 4.055], [3.751, 3.192, -1.423], [-2.060, -4.789, -0.683], [-2.367, -1.317, 0.138], [3.566, -1.207, 4.368], [-3.537, -2.063, -0.060], [1.567, 3.820, -3.611], [2.387, -1.921, 4.203], [1.256, 0.069, 3.373], [3.800, 3.020, -2.935], [0.800, 2.256, -0.671], [3.417, 1.926, -0.637], [-4.661, -4.658, 0.869], [-4.744, -0.097, 0.750], [-3.536, 0.517, 0.993], [-4.647, -4.000, -2.122], [2.014, 1.301, -0.734], [-4.117, -4.570, 1.813], [3.612, 2.135, 0.419], [2.152, 1.922, -3.714], [3.048, 3.978, -1.159], [2.244, -0.643, -0.051], [4.378, 2.139, -3.211], [4.306, 3.868, -3.401], [0.015, 2.585, -4.019], [4.129, 1.144, -0.922], [-4.099, -3.532, -2.943], [-2.264, -5.852, -0.840], [1.174, 5.772, -3.251], [-0.824, 0.580, 3.383], [-1.465, -4.429, -1.523], [-0.396, 4.222, -3.880], [-3.461, 1.502, 1.436], [2.780, 5.291, -2.919], [4.447, -1.704, 4.751], [2.470, 1.829, 3.354], [-4.834, -5.043, -2.392], [-4.835, -5.721, 0.682], [4.501, 0.716, 4.203], [2.336, -2.972, 4.456], [4.746, 3.520, -1.114], [-1.460, -4.687, 0.222], [-5.672, 0.411, 0.965], [-5.616, -3.501, -2.035], [0.241, 1.819, 2.706], [2.349, 0.472, 1.133], [-5.668, -1.906, 0.100], [1.899, 0.805, -1.705], [-5.635, -4.181, 0.998]]
}

{
  "formula": "C21H32GaINO2",
  "method": "ωB97M-V/def2-TZVPD",
  "lumo_energy_ha": 0.0910,
  "fmax_ev_per_a": 5.232,
  "homo_lumo_gap_ha": 0.2610,
  "total_charge": -1,
  "symbols": ["I", "Ga", "O", "O", "N", "C", "C", "C", "C", "C", "C", "C", "C", "C", "C", "C", "C", "C", "C", "C", "C", "C", "C", "C", "C", "C", "H", "H", "H", "H", "H", "H", "H", "H", "H", "H", "H", "H", "H", "H", "H", "H", "H", "H", "H", "H", "H", "H", "H", "H", "H", "H", "H", "H", "H", "H", "H", "H"],
  "xyz": [[-0.102, -2.916, -3.764], [1.836, -0.012, -2.979], [-6.801, -1.661, 3.990], [-4.565, -0.841, 2.225], [1.211, 0.741, -4.690], [0.521, 0.668, -1.548], [4.172, 3.127, -1.809], [-1.572, 1.827, 0.651], [1.873, -2.059, -3.239], [-0.684, -0.162, -0.956], [4.540, 2.151, 1.139], [4.053, 1.580, -1.503], [4.664, 3.685, 0.844], [-7.239, -2.574, 2.994], [2.600, -2.883, -2.050], [3.787, 0.632, -2.753], [-4.585, -0.707, 3.645], [-0.383, 2.691, 0.096], [4.183, -0.403, 0.379], [-5.426, 0.091, 1.586], [4.463, 4.123, -0.643], [-1.675, 0.380, 0.110], [-5.414, -1.811, 4.291], [0.637, 2.134, -0.967], [4.242, 1.140, -0.031], [1.884, -2.746, -0.623], [3.232, -0.537, 1.013], [4.221, -1.077, -0.539], [-5.490, -0.174, 0.529], [1.568, -1.671, -0.411], [-2.333, 2.202, 1.409], [4.907, 4.458, 1.657], [-5.052, -2.800, 3.989], [4.564, 5.240, -0.875], [2.645, -3.021, 0.209], [2.590, -4.000, -2.364], [5.054, -0.716, 1.076], [4.438, -0.322, -2.657], [-5.008, 1.099, 1.666], [0.938, 1.735, -4.560], [-0.319, 3.768, 0.497], [-0.860, -1.247, -1.300], [-6.432, 0.071, 2.012], [2.037, 0.710, -5.310], [4.703, 1.804, 2.214], [2.522, -2.253, -4.180], [-7.259, -3.589, 3.404], [-8.251, -2.296, 2.697], [1.430, 2.872, -1.312], [4.047, 3.475, -2.900], [4.106, 1.189, -3.700], [-6.595, -2.547, 2.111], [-2.514, -0.297, 0.519], [-5.316, -1.735, 5.379], [-4.952, 0.281, 3.941], [-3.550, -0.799, 3.988], [3.699, -2.548, -2.062], [1.010, -3.475, -0.534]]
}

{
  "formula": "C21H32N2O13S2",
  "method": "ωB97M-V/def2-TZVPD",
  "smiles": "O=[N+]([O-])c1ccccc1.O=[N+]([O-])c1ccccc1.CCOS(C)(=O)=O.CCOS(C)(=O)=O.COC(=O)OC",
  "lumo_energy_ha": -0.0278,
  "fmax_ev_per_a": 5.266,
  "homo_lumo_gap_ha": 0.3452,
  "total_charge": 0,
  "symbols": ["S", "S", "O", "O", "O", "O", "O", "O", "O", "O", "O", "O", "O", "O", "O", "N", "N", "C", "C", "C", "C", "C", "C", "C", "C", "C", "C", "C", "C", "C", "C", "C", "C", "C", "C", "C", "C", "C", "H", "H", "H", "H", "H", "H", "H", "H", "H", "H", "H", "H", "H", "H", "H", "H", "H", "H", "H", "H", "H", "H", "H", "H", "H", "H", "H", "H", "H", "H", "H", "H"],
  "xyz": [[23.247, -1.969, -22.959], [17.968, 3.692, -25.156], [7.120, 2.525, -32.785], [13.212, 8.606, -21.410], [16.507, 2.785, -25.139], [7.727, 3.991, -31.339], [20.316, 4.441, -18.826], [19.701, 3.804, -16.598], [17.994, 4.759, -26.151], [21.633, -2.157, -22.681], [12.377, 6.643, -21.496], [19.091, 2.710, -25.025], [23.650, -0.652, -22.436], [23.977, -3.262, -22.802], [18.594, 2.962, -18.491], [12.309, 7.808, -21.175], [7.764, 2.793, -31.811], [15.335, 3.508, -25.386], [14.193, 2.970, -24.563], [17.651, 2.164, -17.761], [11.093, 8.923, -19.275], [21.112, 5.577, -18.638], [9.149, -0.632, -30.733], [8.759, 8.521, -18.807], [11.082, 8.132, -20.428], [10.382, 1.042, -29.737], [8.666, 7.721, -19.887], [9.956, 9.171, -18.490], [8.513, 1.733, -31.102], [9.632, 2.068, -30.379], [19.590, 3.732, -17.862], [9.803, 7.564, -20.739], [8.301, 0.309, -31.336], [20.708, -1.120, -22.922], [19.323, -1.602, -22.384], [23.053, -1.588, -24.751], [17.828, 4.557, -23.540], [10.156, -0.279, -29.906], [24.023, -1.655, -25.244], [9.953, 3.097, -30.308], [18.902, 4.698, -23.421], [7.553, -0.022, -32.042], [18.463, -1.185, -22.909], [16.965, 2.896, -17.336], [19.339, -2.680, -22.220], [20.728, 6.299, -17.918], [15.460, 4.590, -25.338], [7.932, 8.740, -18.148], [14.984, 3.369, -26.408], [14.578, 2.912, -23.545], [21.149, 6.161, -19.557], [9.628, 6.890, -21.564], [11.216, 1.318, -29.109], [17.065, 1.601, -18.487], [20.658, -1.011, -24.005], [10.774, -0.919, -29.295], [22.789, -0.534, -24.670], [22.112, 5.207, -18.410], [9.185, -1.672, -31.023], [17.437, 3.808, -22.851], [10.005, 9.945, -17.738], [13.922, 1.970, -24.902], [19.228, -1.183, -21.382], [13.361, 3.642, -24.775], [18.085, 1.553, -16.969], [7.719, 7.272, -20.145], [17.269, 5.460, -23.786], [22.336, -2.343, -25.075], [12.011, 9.442, -19.041], [20.958, -0.181, -22.428]]
}

{
  "formula": "C21H32N3O10",
  "method": "ωB97M-V/def2-TZVPD",
  "de_lowest_ev": 0.523,
  "lumo_energy_ha": -0.1549,
  "fmax_ev_per_a": 10.674,
  "homo_lumo_gap_ha": 0.2834,
  "total_charge": 1,
  "symbols": ["O", "O", "O", "O", "O", "O", "O", "O", "O", "O", "N", "N", "N", "C", "C", "C", "C", "C", "C", "C", "C", "C", "C", "C", "C", "C", "C", "C", "C", "C", "C", "C", "C", "C", "H", "H", "H", "H", "H", "H", "H", "H", "H", "H", "H", "H", "H", "H", "H", "H", "H", "H", "H", "H", "H", "H", "H", "H", "H", "H", "H", "H", "H", "H", "H", "H"],
  "xyz": [[-40.851, -10.483, 33.165], [-45.448, -6.098, 36.322], [-42.079, -12.028, 30.206], [-41.305, -3.584, 28.917], [-42.662, -4.189, 33.264], [-41.406, -4.455, 36.548], [-37.782, -8.995, 37.309], [-42.288, -5.999, 34.397], [-42.499, -6.077, 32.269], [-44.959, -7.827, 28.168], [-45.178, -4.296, 34.724], [-43.085, -3.870, 30.485], [-42.412, -5.435, 33.335], [-45.360, -5.726, 35.135], [-43.799, -4.426, 29.413], [-41.745, -3.476, 30.021], [-40.118, -2.846, 37.611], [-39.754, -8.592, 36.041], [-40.539, -9.006, 34.871], [-38.120, -10.372, 35.565], [-42.602, -11.086, 29.622], [-44.260, -10.157, 27.814], [-38.564, -9.319, 36.421], [-42.649, -9.778, 30.315], [-40.084, -10.178, 34.068], [-40.225, -3.695, 36.357], [-40.884, -2.641, 31.121], [-45.416, -3.200, 35.733], [-45.577, -6.807, 34.043], [-38.885, -11.002, 34.564], [-44.243, -8.820, 28.514], [-39.089, -4.566, 35.909], [-43.500, -8.661, 29.804], [-43.440, -11.255, 28.555], [-38.556, -11.861, 33.819], [-45.816, -4.068, 33.854], [-42.937, -4.640, 30.968], [-41.504, -5.115, 35.899], [-43.449, -3.092, 31.006], [-41.311, -1.882, 31.493], [-39.893, -2.608, 30.838], [-39.008, -5.350, 36.577], [-39.937, -3.404, 38.511], [-40.087, -7.765, 36.842], [-40.561, -3.466, 31.922], [-45.078, -3.497, 36.732], [-45.142, -2.207, 35.468], [-46.429, -3.013, 35.557], [-43.794, -3.910, 28.434], [-39.366, -4.793, 34.889], [-41.401, -8.165, 34.618], [-45.091, -6.776, 33.016], [-41.950, -9.776, 31.237], [-44.805, -4.727, 29.759], [-44.285, -4.119, 34.450], [-43.333, -5.362, 28.901], [-39.321, -2.310, 37.325], [-46.736, -6.595, 33.963], [-43.651, -7.701, 30.438], [-40.459, -3.059, 35.646], [-44.826, -10.315, 26.926], [-41.020, -2.292, 37.858], [-38.176, -4.126, 35.612], [-45.342, -7.804, 34.283], [-37.162, -10.988, 35.846], [-43.499, -12.241, 28.085]]
}

{
  "formula": "C21H32N3O6PS2Sn",
  "method": "ωB97M-V/def2-TZVPD",
  "de_lowest_ev": 0.000,
  "lumo_energy_ha": [-0.3219, -0.3218],
  "fmax_ev_per_a": 1.672,
  "homo_lumo_gap_ha": [0.2088, 0.2089],
  "total_charge": 2,
  "symbols": ["Sn", "S", "S", "P", "O", "O", "O", "O", "O", "O", "N", "N", "N", "C", "C", "C", "C", "C", "C", "C", "C", "C", "C", "C", "C", "C", "C", "C", "C", "C", "C", "C", "C", "C", "H", "H", "H", "H", "H", "H", "H", "H", "H", "H", "H", "H", "H", "H", "H", "H", "H", "H", "H", "H", "H", "H", "H", "H", "H", "H", "H", "H", "H", "H", "H", "H"],
  "xyz": [[0.459, -0.700, -0.614], [-0.541, -0.467, -2.914], [3.174, 6.427, -0.935], [0.192, -1.620, 1.781], [2.036, 6.140, -1.783], [4.469, 6.617, -1.534], [5.128, 0.984, 2.168], [5.381, 2.983, 1.365], [-1.336, 2.558, -0.257], [-1.070, 0.352, 0.068], [4.840, 1.903, 1.435], [3.214, 2.548, -0.374], [1.922, 0.781, -0.364], [2.791, 7.775, 0.130], [-3.111, -0.420, -3.525], [0.073, -0.759, 4.426], [3.703, 1.667, 0.566], [-3.767, 1.615, -1.730], [-4.698, 1.158, -2.664], [1.326, 2.645, -1.990], [-2.149, 0.054, -2.612], [2.762, 9.061, -0.697], [2.629, -2.954, 1.992], [-1.976, -3.152, 2.738], [2.132, 1.992, -0.928], [-4.375, 0.143, -3.552], [-1.592, -1.980, 1.827], [2.920, 0.575, 0.572], [-1.586, 1.427, -0.562], [-2.516, 1.047, -1.667], [0.578, -0.371, 3.029], [1.112, -3.133, 2.117], [3.305, 4.998, 0.130], [3.740, 3.864, -0.803], [4.030, 5.175, 0.921], [-2.823, -1.172, -4.248], [-5.694, 1.581, -2.672], [0.833, -3.441, 3.128], [1.898, 2.705, -2.919], [0.120, 0.563, 2.691], [0.514, -1.690, 4.781], [0.753, -3.896, 1.424], [0.360, 0.026, 5.124], [-4.029, 2.399, -1.031], [-5.102, -0.198, -4.276], [3.341, 4.032, -1.800], [0.420, 2.082, -2.176], [2.513, 9.897, -0.047], [3.733, 9.252, -1.148], [2.304, 4.835, 0.533], [1.050, 3.661, -1.701], [1.660, -0.225, 3.035], [-1.537, -4.090, 2.402], [3.021, -0.314, 1.170], [-1.916, -2.183, 0.804], [2.011, 9.001, -1.483], [-1.012, -0.844, 4.455], [1.822, 7.539, 0.571], [3.575, 7.788, 0.889], [3.127, -3.911, 2.130], [-2.080, -1.050, 2.123], [2.909, -2.585, 1.002], [3.022, -2.269, 2.745], [4.820, 3.810, -0.869], [-1.691, -2.985, 3.775], [-3.059, -3.270, 2.708]]
}